No. 1
Molecular formula: C4H12N3O
Method: DFT, wB97M-V/def2-TZVPD

```
20
Properties=species:S:1:pos:R:3:forces:R:3:nbo_charge:R:1
C 0.02759 1.85516 -0.43756 1.8 0.7 -1.5 0.30
C 2.43492 -0.63678 0.75689 0.0 -1.0 -0.1 -0.42
C -2.38117 -1.17105 -0.17328 -0.1 1.3 0.5 -0.42
C 0.03538 -0.83535 0.16516 -1.4 0.4 1.2 0.32
N -0.86182 2.72995 -0.09408 -1.3 -1.9 1.6 -0.75
N 1.20127 -1.29941 0.42025 -0.1 -2.0 -0.8 -0.50
N -0.97049 -1.66735 -0.08914 0.1 0.0 -0.1 -0.56
O 0.95571 2.40610 -1.25707 1.3 -2.0 -1.3 -0.69
H 2.82041 -1.11686 1.63733 0.8 -0.8 -0.1 0.24
H 3.02635 -0.65353 -0.13667 1.0 -0.1 0.0 0.22
H 2.37110 0.33867 1.13591 -1.0 1.7 -0.1 0.24
H -2.47882 -0.25732 0.55240 0.2 -1.8 -1.4 0.21
H -2.62842 -0.83987 -1.20858 0.3 -0.2 0.8 0.22
H -3.14025 -1.92313 0.12702 0.9 0.3 -0.1 0.24
H 0.02395 0.29291 0.18079 -1.1 -0.2 -0.2 0.23
H -1.58869 2.35101 0.52088 0.4 0.7 -0.4 0.40
H -0.92047 3.67336 -0.33298 0.1 1.9 -0.7 0.41
H 1.18582 -2.26982 0.10256 1.5 -0.1 0.7 0.38
H 1.57667 1.69479 -1.73336 -2.2 2.2 2.0 0.51
H -0.68906 -2.67146 -0.13645 -1.1 1.0 0.0 0.40
```
Forces are in eV/Å.

net charge = +1
HOMO-LUMO gap = 9.89 eV
energy relative to the best compared isomer or geometry (same formula, charge and spin) = 321.4 kJ/mol

No. 2
Molecular formula: C4H12N3O2
Method: DFT, wB97M-V/def2-TZVPD

```
21
Properties=species:S:1:pos:R:3:forces:R:3:lowdin_spin:R:1
C -0.84200 0.85770 -1.90642 1.3 -2.6 -2.4 0.05
C -0.26455 -0.60910 2.43007 0.0 -1.2 -0.9 0.00
C 0.38096 -1.12565 -0.61933 -1.8 -0.2 -2.3 0.05
C -0.84789 -1.31547 0.26393 3.1 1.8 1.6 0.05
N 1.16296 2.27685 -0.78687 -0.8 8.0 -1.9 0.53
N 0.27384 0.26127 -1.11071 -5.7 -3.3 -4.0 0.63
N 1.10203 1.06406 -0.61339 6.7 -2.7 5.2 0.59
O 1.11375 -0.46148 2.16000 1.7 -3.0 1.2 0.00
O -0.93177 -0.30902 1.23850 -0.7 -0.4 -0.5 0.01
H -1.58634 0.08127 -2.28992 1.4 1.1 0.4 0.00
H -1.35159 1.59842 -1.39677 -1.1 1.2 1.8 0.02
H -0.31969 1.43850 -2.70844 -0.7 -1.0 0.0 0.02
H -0.63967 -1.63606 2.79901 1.0 1.5 -0.2 0.00
H -0.54426 0.20649 3.02786 -0.5 0.7 1.4 0.00
H 1.66032 -1.30176 2.41558 -1.7 2.3 -0.5 0.00
H 1.32064 -1.20030 -0.11651 0.3 0.0 0.3 0.00
H 0.25595 -1.96810 -1.44828 0.5 2.1 1.1 0.03
H -0.71312 -2.26167 0.63604 0.2 -2.5 1.6 0.00
H -1.71509 -1.34133 -0.22786 -3.3 0.2 -2.4 0.00
H 0.53624 2.92002 -1.31526 -0.2 -0.9 0.7 0.02
H 1.94931 2.82535 -0.43120 0.2 -1.0 -0.1 0.01
```
Forces are in eV/Å.

net charge = +1
HOMO-LUMO gap (spin up / spin down) = 8.10 / 6.24 eV
2S+1 = 3
energy relative to the best compared isomer or geometry (same formula, charge and spin) = 195.1 kJ/mol

No. 3
Molecular formula: C4H12N3S
Method: DFT, wB97M-V/def2-TZVPD

```
20
Properties=species:S:1:pos:R:3:forces:R:3:lowdin_spin:R:1
C -1.07629 1.17821 1.11271 -2.2 -1.5 -1.5 0.17
C -2.33664 0.74762 0.42177 -2.8 2.1 0.7 0.04
C 1.54544 -0.82123 -2.41233 -0.4 0.5 2.5 0.01
C 1.26888 0.23497 -1.35161 1.9 -1.7 0.5 0.12
N -0.07164 0.67262 0.50336 2.3 2.0 3.2 0.50
N -1.14190 1.96653 2.17868 -1.0 -0.8 -1.5 0.17
N 0.60147 -0.12997 -0.08478 -0.5 -1.8 -1.8 0.90
S 1.66053 -2.49713 1.95440 0.1 -0.7 -0.4 0.02
H -2.43143 0.96476 -0.63841 0.7 0.1 -0.2 0.00
H -2.62005 -0.27662 0.54328 0.5 -0.9 0.3 0.01
H -3.21607 1.28429 0.84664 0.4 -0.2 -0.1 0.01
H 0.69483 -1.43471 -2.43697 -1.0 -1.2 -0.4 0.00
H 1.70252 -0.39494 -3.33711 0.0 1.3 -2.0 0.00
H 2.42781 -1.35574 -2.22820 1.0 -1.1 0.6 0.00
H 0.70097 0.99607 -1.72057 -1.7 2.1 -1.2 0.01
H 2.11762 0.65815 -0.87841 1.6 0.6 -0.5 0.02
H -0.53059 1.93943 2.96241 0.8 0.3 0.4 0.01
H -2.11250 2.23309 2.28533 0.3 0.3 0.8 0.00
H 1.02170 -2.20893 0.82094 -0.2 0.3 -0.1 0.01
H 1.79535 -3.75646 1.45888 0.1 0.3 0.5 0.00
```
Forces are in eV/Å.

net charge = +1
HOMO-LUMO gap (spin up / spin down) = 8.76 / 5.63 eV
2S+1 = 3
energy relative to the best compared isomer or geometry (same formula, charge and spin) = 0.0 kJ/mol

No. 4
Molecular formula: C4H12N4
Method: DFT, wB97M-V/def2-TZVPD

```
20
Properties=species:S:1:pos:R:3:forces:R:3:nbo_charge:R:1
C 6.69816 -3.84164 1.54451 -1.3 4.6 -0.5 0.23
C 6.10510 1.77043 -0.99002 -2.7 2.4 2.0 -0.71
C -8.89699 1.25842 0.05545 1.7 0.5 -1.9 -0.53
C 5.73536 0.48845 -0.37162 1.7 1.9 -0.2 0.31
N 6.38980 -2.73872 1.33159 0.7 -3.0 0.0 -0.43
N -9.55406 0.08854 0.46107 0.9 -0.8 0.5 0.13
N -10.02055 -0.66881 -0.36739 -0.4 -0.3 -1.8 -0.30
N 6.46644 -0.08316 0.54620 -3.4 -0.8 -2.7 -0.63
H 6.93206 -4.75358 1.95484 0.5 -1.9 0.4 0.25
H 6.30397 1.57315 -2.00624 0.6 -0.3 -1.4 0.28
H 5.10215 2.43103 -1.06654 2.2 -1.3 0.3 0.28
H 6.88647 2.34754 -0.46464 -0.3 -0.4 -0.5 0.25
H -7.95583 1.31450 0.62218 -0.3 -0.3 0.2 0.30
H -8.54734 1.35755 -1.05458 -1.4 -0.2 1.7 0.24
H -9.47046 2.04202 0.49206 -0.6 1.2 0.0 0.30
H 4.83363 0.12755 -0.89893 0.7 -1.2 0.9 0.24
H 7.18440 0.37391 1.09197 0.3 -0.2 -0.3 0.45
H -10.24128 -1.62220 -0.00820 -0.6 0.8 -0.6 0.45
H -10.15190 -0.37580 -1.41290 0.5 -0.9 1.8 0.42
H 6.20087 -1.08916 0.54120 1.0 0.1 1.9 0.48
```
Forces are in eV/Å.

net charge = +2
HOMO-LUMO gap = 10.25 eV
energy relative to the best compared isomer or geometry (same formula, charge and spin) = 145.1 kJ/mol

No. 5
Molecular formula: C4H12N4O
Method: DFT, wB97M-V/def2-TZVPD

```
21
Properties=species:S:1:pos:R:3:forces:R:3:nbo_charge:R:1
C -1.93875 -0.90862 -1.07405 0.6 -0.5 0.5 -0.39
N -0.89892 -0.87077 -0.10045 1.1 -0.2 -2.1 -0.39
N -0.68366 -1.03920 1.23619 -0.8 0.3 3.2 -0.46
C 0.45074 -0.70760 0.40136 -1.7 0.2 -2.7 0.40
C 1.44295 -1.76703 0.00355 0.5 0.2 0.4 -0.64
N 0.84588 0.65268 0.47642 -1.5 1.4 1.0 -0.33
N 1.91338 1.08731 -0.36032 -1.1 0.0 0.1 -0.63
C -0.59582 1.72129 0.60900 3.3 -1.5 0.2 0.09
O -0.01594 2.89901 0.18959 -0.4 1.3 1.1 -0.72
H -2.88449 -0.62130 -0.60517 -0.1 0.1 -0.1 0.20
H -2.02591 -1.91352 -1.50023 -0.4 -0.1 -0.2 0.17
H -1.67963 -0.22082 -1.88314 -0.2 0.1 0.1 0.20
H -0.70196 -2.01485 1.53883 0.3 -0.4 -0.2 0.31
H 0.96830 -2.74662 -0.10246 -0.1 0.3 0.1 0.22
H 2.22640 -1.82063 0.76420 0.1 -0.1 -0.1 0.22
H 1.92304 -1.50737 -0.94169 -0.1 0.0 0.1 0.23
H 2.10411 2.05627 -0.08592 0.0 -0.6 0.0 0.36
H 1.61281 1.14866 -1.33798 0.0 0.0 0.1 0.32
H -0.72159 1.57574 1.67784 -0.1 0.4 0.0 0.18
H -1.54422 1.59876 0.09769 0.4 -0.9 -0.6 0.17
H 0.20332 3.39860 0.99674 0.1 -0.1 -0.7 0.48
```
Forces are in eV/Å.

net charge = 0
HOMO-LUMO gap = 7.77 eV
SMILES = CN1N[C@]1(C)N(N)CO
energy relative to the best compared isomer or geometry (same formula, charge and spin) = 637.6 kJ/mol

No. 6
Molecular formula: C4H12NO
Method: DFT, wB97M-V/def2-TZVPD

```
18
Properties=species:S:1:pos:R:3:forces:R:3:nbo_charge:R:1
C -1.27995 2.14203 0.62370 -1.0 -0.9 0.5 -0.61
C -1.07696 0.60647 0.52201 1.7 -0.4 0.6 -0.43
C 0.29885 0.35358 -0.13137 -1.4 -0.1 -1.0 0.14
C 0.61095 0.55997 -1.40259 0.4 1.1 -1.1 -0.37
N 1.30598 -0.40633 0.67163 -0.7 -0.8 -0.2 -0.71
H -0.76674 2.54757 1.52126 0.2 0.1 -1.1 0.23
H -1.02935 2.46141 -0.38002 0.6 0.9 0.3 0.22
H -2.33140 2.44381 0.72574 0.1 -0.5 0.2 0.24
H -0.99254 0.07869 1.50845 -0.9 0.5 -0.6 0.20
H -1.80479 0.12396 -0.12959 -0.2 0.0 0.3 0.25
H -0.06642 0.92027 -2.24789 0.7 -0.3 1.8 0.26
H 1.67156 0.56129 -1.70667 -0.5 -0.7 0.0 0.22
H 1.57813 -1.19551 0.08564 -0.1 -0.3 -0.2 0.46
H 0.81013 -0.87063 1.47310 1.0 1.0 -0.3 0.46
H 2.18041 0.09375 0.83597 -0.2 0.2 0.9 0.45
H 0.82755 -3.77766 -0.17992 0.0 0.0 0.1 0.48
H -0.19337 -3.55709 -1.25029 -0.1 0.3 -0.1 0.50
O 0.25793 -3.08558 -0.53916 0.4 -0.2 0.1 -0.97
```
Forces are in eV/Å.

net charge = +1
HOMO-LUMO gap = 10.99 eV
energy relative to the best compared isomer or geometry (same formula, charge and spin) = 172.4 kJ/mol

No. 7
Molecular formula: C4H12NO
Method: DFT, wB97M-V/def2-TZVPD

```
18
Properties=species:S:1:pos:R:3:forces:R:3:nbo_charge:R:1
C 1.50924 1.71356 0.20782 -0.8 2.1 1.5 -0.62
C 0.07555 1.09272 0.14146 2.0 2.8 -1.0 -0.47
C 0.01489 -0.30072 -0.39938 -1.9 0.1 -0.8 -0.10
N 0.44080 -1.26235 0.67398 2.5 0.8 -0.4 -0.68
C -1.49829 -0.61645 -0.51638 -1.4 1.2 -2.7 -0.09
O -1.74503 -1.99252 -0.35763 0.0 -0.1 0.4 -0.75
H 1.67825 2.52953 1.03820 -0.7 -2.0 -1.1 0.24
H 2.19496 0.92780 0.36474 1.5 -0.6 0.0 0.18
H 1.71517 2.34047 -0.64103 0.4 -0.5 -0.8 0.24
H -0.44943 1.78381 -0.54891 -0.3 -0.7 0.4 0.26
H -0.29000 1.28561 1.12411 -1.1 -0.7 0.7 0.23
H 0.54898 -0.38716 -1.39617 -0.3 -0.4 1.5 0.25
H 1.21390 -0.75709 1.16045 -0.6 -1.0 0.1 0.45
H 0.73134 -2.20291 0.38003 0.0 0.4 -0.2 0.46
H -0.36071 -1.40573 1.25009 -0.6 -0.1 1.0 0.45
H -1.87347 -0.21571 -1.60134 0.7 -0.8 2.8 0.22
H -2.07313 -0.06882 0.30698 0.8 -0.7 -1.2 0.21
H -1.83302 -2.46403 -1.18704 -0.1 0.1 -0.3 0.50
```
Forces are in eV/Å.

net charge = +1
HOMO-LUMO gap = 11.78 eV
SMILES = CC[C@@H]([NH3+])CO
energy relative to the best compared isomer or geometry (same formula, charge and spin) = 163.0 kJ/mol

No. 8
Molecular formula: C4H12NO
Method: DFT, wB97M-V/def2-TZVPD

```
18
Properties=species:S:1:pos:R:3:forces:R:3:nbo_charge:R:1
C -1.87018 -1.00197 -0.48502 0.9 -2.1 1.5 -0.67
C -0.85451 0.02953 -0.09702 0.3 -0.5 -1.4 -0.04
C -0.05706 -0.28064 1.20754 0.0 2.2 2.3 -0.36
C -1.07820 0.94621 1.23724 1.9 -1.8 0.0 -0.32
O 1.41943 1.56418 0.02204 -1.6 -2.8 -0.3 -0.69
N 2.06526 -0.53677 -1.06014 0.4 -0.8 -4.2 -0.74
H -2.83895 -0.51437 -0.74042 0.5 -0.4 0.0 0.29
H -1.44505 -1.62271 -1.31357 -0.8 0.7 0.3 0.27
H -1.99102 -1.80244 0.40943 -0.2 2.1 -2.0 0.24
H -0.21949 0.54142 -0.86062 -1.2 -0.1 0.5 0.28
H 1.07760 -0.10601 1.00503 -2.4 0.2 0.6 0.32
H -0.22875 -1.19470 1.83883 -0.5 1.1 -1.0 0.26
H -0.86302 2.01772 1.12710 0.7 -0.9 0.0 0.27
H -2.11042 0.82655 1.59912 0.5 -0.7 -0.1 0.26
H 2.03533 2.21927 -0.10943 2.5 3.1 -0.3 0.47
H 1.95048 0.50170 -0.66087 -0.5 -0.1 0.7 0.38
H 2.05713 -0.52987 -2.18605 -0.3 0.3 3.0 0.40
H 2.95141 -1.05709 -0.93318 -0.3 0.5 0.6 0.39
```
Forces are in eV/Å.

net charge = +1
HOMO-LUMO gap = 4.75 eV
energy relative to the best compared isomer or geometry (same formula, charge and spin) = 975.5 kJ/mol